# 1
Below is an isolated molecule of C8H10N2OS in a non-equilibrium geometry, with properties calculated with ωB97M-V/def2-TZVPD.

```
22
Properties=species:S:1:pos:R:3:forces:R:3:nbo_charge:R:1
C 0.797069 2.709890 1.215264 1.121 -2.446 -1.478 -0.3759
C 0.465571 1.481121 1.656383 2.605 0.834 -3.875 -0.1877
C 0.924318 0.245383 0.838337 -4.204 0.250 0.671 0.0984
O 1.664053 0.521406 -0.299516 -0.475 -0.158 0.638 -0.6868
C 1.477652 -0.763739 1.761614 0.741 -1.139 1.912 -0.2797
S 2.750676 -1.661458 1.338447 0.050 -0.070 0.309 0.0469
C -0.475942 -0.491695 0.464486 1.780 0.380 -0.222 0.3487
N -1.417244 -0.884306 1.292365 -0.186 0.556 0.996 -0.4802
C -2.327936 -1.583215 0.554614 1.130 0.058 -1.899 -0.0984
C -1.872119 -1.641934 -0.731309 -0.035 -1.109 -1.200 -0.0900
N -0.688625 -0.984139 -0.768576 -0.645 0.334 -2.259 -0.3379
C -0.085635 -0.718479 -2.120423 3.067 -2.884 3.392 -0.3948
H 0.544553 3.556817 1.709159 -1.108 2.367 1.711 0.1915
H 1.420132 2.973359 0.294188 -0.892 -1.160 1.298 0.2102
H -0.133612 1.123608 2.410534 -1.400 0.245 2.091 0.2225
H 2.530648 0.592850 0.097289 1.102 0.039 -0.508 0.4875
H 1.004233 -0.911254 2.822748 0.555 0.488 -2.262 0.2460
H -3.245388 -2.051491 0.748694 -0.917 -0.235 1.510 0.2106
H -2.123783 -2.193746 -1.670763 -0.391 0.655 1.282 0.2104
H 0.276307 0.249411 -2.061711 0.398 1.892 -0.743 0.2320
H 0.842198 -1.398989 -2.068736 -1.120 1.108 -0.704 0.2132
H -0.669166 -1.025323 -2.937244 -1.176 -0.004 -0.660 0.2134
```
Positions in Å, forces in eV/Å.

Computed properties:
Spin multiplicity: 1
Structure (SMILES): C=C[C@@](O)(C=S)c1nccn1C
Energy above the lowest of the compared OMol25 structures with the same formula, charge and spin, kJ/mol: 274.3
Kohn-Sham gap, eV: 8.37
E_HOMO, eV: -8.692

---

# 2
Below is a structure of composition C12H8FeN2O4Se in a non-equilibrium geometry, with properties calculated with ωB97M-V/def2-TZVPD.

```
28
Properties=species:S:1:pos:R:3:forces:R:3:mulliken_spin:R:1
O 4.211483 0.738890 0.111785 -0.866 -2.864 -0.652 0.0828
C 3.696181 -0.254401 -0.171352 1.742 7.832 2.835 0.0209
Fe 3.006295 -1.689290 -0.923938 -2.253 0.205 0.180 2.6147
O 5.071885 -3.114870 0.641837 -2.722 1.904 -1.934 0.0465
C 4.298085 -2.499074 0.037148 6.371 -4.093 4.650 0.0560
C 3.940115 -1.437018 -2.385476 2.958 1.351 -6.578 -0.0410
O 4.446790 -1.187075 -3.396318 -1.469 -0.887 3.341 -0.0045
C 2.694910 -3.408892 -1.313345 -3.825 -6.498 -1.921 0.0095
O 2.213978 -4.408070 -1.623888 1.852 2.459 0.745 0.0082
C -0.518996 -1.258025 1.201815 -0.058 0.222 -0.083 -0.0059
N -0.809679 -0.075972 0.418508 0.524 1.095 0.081 -0.0140
C -0.239086 0.185921 -0.768365 -0.132 -0.856 -0.399 0.0595
Se 0.860904 -1.081733 -1.737370 -2.839 2.464 0.005 0.3967
N -0.810483 1.376980 -1.191099 -0.211 0.938 0.799 0.0867
C -1.662840 1.912778 -0.215480 0.454 -0.415 -2.856 0.2116
C -2.687479 2.876638 -0.321490 -1.027 0.850 0.962 0.0135
C -3.654535 2.899949 0.702641 0.883 0.806 -1.718 0.0962
C -3.626272 1.935368 1.732223 0.434 -0.994 1.075 0.2223
C -2.632627 0.945491 1.773430 0.234 -0.017 0.440 -0.0452
C -1.644027 0.988104 0.813831 -0.511 -2.614 0.779 0.1719
H -1.239205 -1.206248 1.999115 0.114 -0.667 0.488 0.0024
H 0.504909 -1.186721 1.557232 -0.025 -0.165 0.273 0.0141
H -0.645517 -2.137648 0.574043 -0.123 -0.048 0.191 -0.0035
H -0.558752 1.842429 -2.048547 0.001 -0.010 -0.284 -0.0074
H -2.737209 3.556093 -1.172323 0.019 -0.123 0.300 -0.0002
H -4.471827 3.642502 0.711022 0.613 -0.478 -0.247 0.0040
H -4.398325 1.930087 2.513972 0.298 0.047 -0.487 0.0005
H -2.608675 0.113807 2.480387 -0.436 0.555 0.013 0.0035
```
Positions in Å, forces in eV/Å.

Computed properties:
Spin multiplicity: 5
Total charge: +2
Kohn-Sham gap (alpha / beta), eV: 6.66 / 4.72
E_HOMO (alpha / beta), eV: -13.813 / -16.282

---

# 3
Below is a cluster of 3 separate species, CH10N3O2 in total in a non-equilibrium geometry, with properties calculated with ωB97M-V/def2-TZVPD.

```
16
Properties=species:S:1:pos:R:3:forces:R:3:mulliken_spin:R:1
N -1.598858 -1.266657 0.436470 3.492 0.730 0.318 0.5358
C -0.263057 -1.230271 0.771577 -0.136 -1.155 -0.210 -0.0534
N 0.469443 -1.104624 -0.369418 1.672 0.725 1.044 0.6043
N 0.246611 -1.410509 1.972378 -0.116 0.024 -1.687 -0.0721
H -1.655960 -1.238354 -0.579560 -1.738 0.159 0.045 -0.0078
H -2.203321 -0.967266 1.170390 -1.849 -0.039 0.163 -0.0135
H 0.098593 -0.601672 -1.192361 -0.476 0.011 -1.032 -0.0165
H 1.497311 -1.017677 -0.253479 -0.431 -0.199 -0.300 -0.0252
H -0.397019 -1.693745 2.668192 -0.571 -0.284 1.228 0.0018
H 1.225186 -1.648449 2.148837 -0.157 0.412 -0.122 0.0014
H 0.827274 3.800133 0.936336 0.955 -2.273 -1.389 0.0001
H 1.841274 2.659870 0.290117 1.056 0.725 0.315 0.0000
O 0.943167 2.923117 0.419260 -1.956 1.369 1.021 0.0018
H 0.305069 1.220509 -2.403650 0.335 1.106 -0.298 -0.0017
H -0.996283 1.003654 -3.354263 2.062 -1.176 2.139 -0.0019
O -0.339437 0.571948 -2.660828 -2.141 -0.135 -1.234 0.0469
```
Positions in Å, forces in eV/Å.

Computed properties:
Spin multiplicity: 2
Energy above the lowest of the compared OMol25 structures with the same formula, charge and spin, kJ/mol: 161.7
Total charge: +2
Kohn-Sham gap (alpha / beta), eV: 8.59 / 2.56
E_HOMO (alpha / beta), eV: -17.767 / -17.754

---

# 4
Below is an isolated molecule of C3H5N3O in a non-equilibrium geometry, with properties calculated with ωB97M-V/def2-TZVPD.

```
12
Properties=species:S:1:pos:R:3:forces:R:3:nbo_charge:R:1
H -0.689065 2.463952 -0.526392 -0.705 -1.063 1.036 0.3597
N -1.063909 1.545773 -0.163526 0.292 2.675 -1.059 -0.7217
C -0.116687 0.770904 0.123546 0.383 1.700 0.369 0.4017
C 1.415627 0.848852 0.161123 0.850 -1.891 -1.098 -0.3435
N 1.694083 -0.665222 -0.187578 4.079 3.503 -0.282 -0.4291
C 0.611961 -1.221320 -0.131762 -1.350 -3.486 -0.362 0.2413
N -0.433781 -0.530632 0.264916 -3.242 0.695 1.564 -0.1632
O -1.764085 -0.933220 0.003578 1.943 -1.537 -0.034 -0.5258
H 1.802212 1.520123 -0.684397 -0.417 -1.011 1.391 0.2342
H 2.006871 0.993565 1.129230 -1.441 0.311 -1.195 0.2527
H 0.395419 -2.227797 -0.347987 0.281 -1.449 -0.295 0.1946
H -2.242914 -0.124128 0.086798 -0.672 1.553 -0.036 0.4990
```
Positions in Å, forces in eV/Å.

Computed properties:
Spin multiplicity: 1
Structure (SMILES): [H]/N=C1\CN=CN1O
Energy above the lowest of the compared OMol25 structures with the same formula, charge and spin, kJ/mol: 367.0
Kohn-Sham gap, eV: 9.97
E_HOMO, eV: -9.071